# 1
Computed, not measured: a 9-piece molecular cluster, C18H54O17 overall, with wB97M-V/def2-TZVPD.

Computed properties:
ΔE to the lowest compared entry with this formula, charge and spin in kcal/mol: 0.0

Each line ends with the Mulliken charge.
Positions of all 89 atoms, in Å:
O  2.857  -0.496  -1.469  -0.4176
C  2.771  -0.088  -2.822  -0.3007
C  3.962  0.802  -3.164  -0.5025
O  5.147  -0.001  -3.107  -0.5305
H  3.729  -0.844  -1.247  0.2771
H  2.753  -0.937  -3.516  0.3773
H  1.848  0.459  -3.024  0.1951
H  4.008  1.584  -2.405  0.1888
H  3.823  1.165  -4.187  0.4418
H  5.756  0.360  -3.756  0.3085
O  1.739  -3.255  3.831  -0.5273
C  2.234  -2.127  3.101  0.1766
C  2.644  -2.540  1.692  0.0771
O  3.927  -3.160  1.731  -0.5676
H  2.344  -3.995  3.727  0.3074
H  1.382  -1.447  3.033  -0.1735
H  3.037  -1.628  3.644  0.2592
H  2.643  -1.681  1.022  -0.1552
H  1.891  -3.222  1.285  0.2170
H  3.913  -3.942  2.287  0.3757
O  3.480  5.164  -1.014  -0.5458
C  2.461  4.828  -1.907  -0.6482
C  1.594  3.664  -1.474  0.8424
O  0.582  3.455  -2.439  -0.6048
H  4.004  4.396  -0.766  0.3174
H  1.819  5.706  -2.016  0.3723
H  2.752  4.656  -2.953  0.2870
H  1.158  3.842  -0.487  0.0032
H  2.154  2.723  -1.408  -0.3953
H  0.006  2.712  -2.162  0.5095
O  -0.389  1.025  4.719  -0.5378
C  -1.571  1.230  3.989  -0.4682
C  -1.974  -0.096  3.331  0.3499
O  -2.964  0.057  2.336  -0.5831
H  0.391  1.124  4.145  0.4092
H  -2.373  1.600  4.621  0.3886
H  -1.324  1.904  3.160  0.1479
H  -2.284  -0.815  4.098  0.3774
H  -1.049  -0.456  2.863  -0.3766
H  -3.092  -0.803  1.907  0.4077
O  -2.052  -3.215  -1.413  -0.4479
C  -0.973  -4.028  -1.903  -0.7386
C  0.061  -4.358  -0.852  0.3749
O  -0.350  -5.510  -0.118  -0.5960
H  -2.544  -2.941  -2.192  0.2069
H  -1.381  -4.891  -2.436  0.3208
H  -0.481  -3.446  -2.694  0.4364
H  0.144  -3.541  -0.123  -0.2874
H  1.056  -4.495  -1.286  0.4756
H  0.368  -5.810  0.447  0.2916
O  -0.955  1.330  -1.630  -0.6017
C  -0.667  0.045  -1.066  -0.2225
C  -0.092  0.208  0.318  -0.0037
O  1.193  0.810  0.326  0.0255
H  -1.622  1.163  -2.333  0.2465
H  -1.549  -0.594  -0.971  0.4636
H  0.062  -0.415  -1.744  0.0304
H  -0.092  -0.755  0.849  -0.2145
H  -0.723  0.883  0.902  0.1982
H  1.741  0.373  -0.358  -0.1278
O  -3.003  -2.485  1.056  -0.3890
C  -3.828  -3.501  1.589  -0.2957
C  -3.144  -4.846  1.820  -0.4834
O  -3.022  -5.610  0.638  -0.5588
H  -2.652  -2.737  0.179  0.1466
H  -4.199  -3.090  2.535  0.3930
H  -4.753  -3.704  1.030  0.2738
H  -3.712  -5.379  2.584  0.3766
H  -2.141  -4.652  2.224  0.2156
H  -2.197  -5.343  0.196  0.2531
O  -4.285  4.681  -4.521  -0.5123
C  -4.351  3.532  -3.714  -0.3948
C  -3.318  2.512  -4.180  -0.4381
O  -3.158  1.476  -3.231  -0.4837
H  -4.968  5.284  -4.214  0.3163
H  -4.103  3.717  -2.659  0.2867
H  -5.353  3.086  -3.664  0.2888
H  -2.415  3.079  -4.418  0.3500
H  -3.600  2.115  -5.164  0.2875
H  -3.963  0.950  -3.277  0.2555
C  1.181  4.016  3.240  -0.9326
C  2.265  2.960  3.334  -0.2603
O  1.748  1.665  2.969  -0.3656
H  1.563  4.998  3.539  0.4059
H  0.355  3.812  3.923  0.2242
H  0.768  4.106  2.233  0.1743
H  2.585  2.902  4.375  0.2509
H  3.110  3.098  2.651  0.3447
H  1.666  1.624  2.005  0.1613

***

# 2
Computed, not measured: a 9-piece molecular cluster, C18H54O9S9 overall, with wB97M-V/def2-TZVPD.

Computed properties:
ΔE to the lowest compared entry with this formula, charge and spin in kcal/mol: 19.8

Each line ends with the Mulliken charge.
Positions of all 90 atoms, in Å:
C  -2.623  1.167  4.788  -0.7901
S  -1.726  0.660  6.299  0.5413
O  -0.333  0.320  5.867  -0.5527
C  -1.678  2.356  6.976  -1.0567
H  -1.965  1.843  4.234  0.2324
H  -3.521  1.733  5.019  0.4803
H  -2.712  0.306  4.133  0.1615
H  -1.180  2.440  7.943  0.3517
H  -2.690  2.725  7.153  0.3831
H  -1.155  3.023  6.290  0.2986
C  -2.823  -1.324  -4.728  -0.6232
S  -1.868  -2.874  -4.416  0.3509
O  -0.512  -2.535  -4.979  -0.5403
C  -1.872  -2.578  -2.596  -0.3994
H  -2.197  -0.608  -4.192  -0.2045
H  -3.845  -1.361  -4.355  0.4165
H  -2.824  -0.984  -5.761  0.4777
H  -1.223  -1.725  -2.406  -0.0883
H  -1.412  -3.471  -2.183  0.1924
H  -2.876  -2.377  -2.234  0.4303
C  -4.640  1.775  -2.714  -0.3625
S  -4.147  3.535  -2.904  0.4408
O  -3.672  4.060  -1.568  -0.6225
C  -2.590  3.205  -3.813  -0.4972
H  -3.755  1.153  -2.842  -0.2995
H  -5.355  1.501  -3.489  0.3893
H  -5.055  1.639  -1.718  0.3763
H  -1.998  4.116  -3.732  0.4156
H  -2.777  2.993  -4.862  0.4083
H  -1.996  2.430  -3.331  -0.2126
C  5.305  0.159  3.162  -0.9818
S  4.099  -0.193  1.854  0.6135
O  4.632  -1.410  1.139  -0.6571
C  2.852  -0.898  2.977  -0.3609
H  4.967  0.992  3.785  0.3538
H  6.271  0.469  2.766  0.3384
H  5.468  -0.716  3.790  0.2933
H  2.001  -1.293  2.421  -0.4595
H  2.480  -0.068  3.582  0.4139
H  3.307  -1.743  3.489  0.4296
C  1.812  4.397  -1.472  -0.6470
S  2.341  4.540  -3.189  0.5614
O  2.830  5.931  -3.381  -0.6770
C  3.857  3.518  -3.085  -0.9734
H  0.886  4.937  -1.278  0.3658
H  2.564  4.940  -0.893  0.3588
H  1.679  3.357  -1.173  0.0403
H  3.601  2.518  -2.730  0.3009
H  4.586  3.930  -2.380  0.3531
H  4.411  3.471  -4.021  0.3280
C  -0.808  0.252  1.989  -0.6032
S  -0.722  1.567  0.750  0.3977
O  0.687  1.638  0.228  -0.6301
C  -1.493  0.592  -0.574  -0.3501
H  -0.102  -0.545  1.725  -0.1273
H  -1.769  -0.240  2.101  0.3821
H  -0.370  0.650  2.907  0.4490
H  -0.772  -0.114  -0.974  0.0218
H  -1.928  1.283  -1.298  -0.0743
H  -2.365  0.018  -0.239  0.4175
C  1.661  -4.178  -1.273  -1.1418
S  1.616  -3.098  0.167  0.7544
O  0.207  -2.609  0.191  -0.7107
C  1.718  -4.465  1.380  -0.7510
H  2.602  -4.731  -1.250  0.4377
H  1.718  -3.495  -2.123  0.3473
H  0.793  -4.823  -1.377  0.3225
H  2.737  -4.825  1.495  0.4277
H  1.060  -5.270  1.036  0.3568
H  1.258  -4.302  2.357  -0.0361
C  -0.467  -3.190  7.017  -0.8506
S  0.191  -3.797  5.435  0.4866
O  -0.211  -5.251  5.450  -0.6641
C  -0.791  -2.752  4.308  -0.2529
H  -0.234  -2.138  7.179  0.2535
H  -0.163  -3.851  7.821  0.3680
H  -1.551  -3.280  6.909  0.2679
H  -0.349  -1.770  4.484  -0.0011
H  -1.870  -2.867  4.385  0.4562
H  -0.495  -3.075  3.307  -0.0611
C  0.699  0.655  -4.506  -0.5170
S  -0.303  0.555  -6.020  0.6038
O  -1.173  1.751  -6.141  -0.6124
C  1.071  0.851  -7.178  -1.0998
H  1.415  -0.165  -4.505  0.4447
H  0.089  0.672  -3.607  -0.0961
H  1.256  1.593  -4.588  0.2483
H  1.545  1.821  -6.996  0.3267
H  0.799  0.801  -8.228  0.3467
H  1.888  0.149  -6.983  0.3711

***

# 3
Computed, not measured: C18H55CaN9O4P3 as an isolated structure, with wB97M-V/def2-TZVPD.

Computed properties:
ΔE to the lowest compared entry with this formula, charge and spin in kcal/mol: 41.6
Total charge: +1

Each line ends with the Mulliken charge.
Positions of all 90 atoms, in Å:
Ca  4.308  1.214  -0.142  1.4222
O  2.326  0.590  -0.495  -0.7739
H  1.805  -0.175  -0.766  0.1809
O  -4.567  0.075  -2.403  -0.9377
P  -3.413  0.820  -2.906  0.3932
N  -3.794  2.409  -3.242  0.1844
C  -4.643  3.074  -2.271  -1.0603
C  -2.891  3.279  -3.970  -0.9971
N  -2.753  0.271  -4.310  0.4500
C  -3.526  0.464  -5.531  -1.2510
C  -1.847  -0.850  -4.360  -0.4801
N  -2.129  0.782  -1.850  0.6571
C  -0.807  1.248  -2.174  -0.7845
C  -2.354  0.591  -0.431  -0.8253
H  -5.429  2.410  -1.918  0.3232
H  -5.167  3.915  -2.732  0.3790
H  -4.071  3.447  -1.410  0.2921
H  -2.413  2.750  -4.789  0.3457
H  -2.070  3.675  -3.348  0.2061
H  -3.459  4.137  -4.333  0.3534
H  -4.451  -0.133  -5.495  0.3344
H  -3.821  1.490  -5.725  0.4247
H  -2.980  0.047  -6.377  0.3950
H  -1.099  -0.750  -5.148  0.4077
H  -1.299  -0.956  -3.422  -0.5077
H  -2.412  -1.786  -4.467  0.5079
H  -0.061  0.565  -1.751  -0.0503
H  -0.587  1.218  -3.242  0.3144
H  -0.602  2.265  -1.814  0.3264
H  -2.443  1.553  0.090  0.3042
H  -1.526  0.041  0.029  -0.2048
H  -3.251  -0.013  -0.297  0.3550
O  -0.247  -5.960  -0.114  -0.7833
P  -0.385  -4.570  -0.549  -0.2975
N  -1.956  -4.107  -0.634  0.4345
C  -2.983  -5.131  -0.733  -1.0643
C  -2.383  -2.712  -0.720  -1.2820
N  0.293  -4.350  -2.046  0.2973
C  1.575  -5.035  -2.269  -0.9651
C  -0.075  -3.309  -2.997  -0.6571
N  0.394  -3.514  0.454  0.5004
C  0.877  -2.210  0.077  -0.8852
C  0.430  -3.831  1.870  -1.0649
H  -3.777  -4.843  -1.430  0.4020
H  -3.483  -5.312  0.224  0.3102
H  -2.570  -6.057  -1.126  0.3508
H  -3.471  -2.680  -0.723  0.5887
H  -2.061  -2.218  -1.636  0.5988
H  -2.039  -2.155  0.155  0.0984
H  1.471  -6.066  -1.946  0.3070
H  1.879  -4.909  -3.304  0.3621
H  2.377  -4.598  -1.651  0.2863
H  -1.102  -3.457  -3.344  0.3333
H  -0.051  -2.312  -2.549  0.1249
H  0.559  -3.386  -3.875  0.2972
H  1.334  -2.311  -0.909  0.2493
H  0.074  -1.462  0.095  0.1284
H  1.655  -1.862  0.761  0.5092
H  0.045  -3.013  2.490  0.3303
H  1.466  -4.004  2.191  0.3149
H  -0.137  -4.738  2.062  0.3593
O  3.799  1.623  2.044  -0.5533
P  3.223  2.183  3.315  -0.0865
N  3.249  1.227  4.620  0.3610
C  4.449  1.054  5.445  -1.0801
C  2.278  0.150  4.761  -1.0380
N  1.641  2.561  3.112  0.5355
C  0.980  2.492  1.815  -1.1742
C  0.809  2.998  4.225  -1.0899
N  4.110  3.497  3.758  0.1964
C  4.766  4.253  2.697  -0.9590
C  3.804  4.242  4.970  -1.0510
H  5.041  0.208  5.081  0.3125
H  4.156  0.907  6.482  0.3544
H  5.096  1.921  5.353  0.3897
H  1.706  0.253  5.685  0.2873
H  2.810  -0.803  4.789  0.3988
H  1.592  0.134  3.915  0.2965
H  0.399  1.576  1.697  0.5282
H  0.330  3.361  1.682  0.3812
H  1.691  2.539  0.998  0.0994
H  -0.200  2.595  4.138  0.3673
H  1.216  2.655  5.175  0.4078
H  0.757  4.090  4.257  0.2787
H  5.752  3.842  2.456  0.2376
H  4.137  4.303  1.804  0.2235
H  4.972  5.269  3.030  0.4011
H  4.687  4.788  5.297  0.4188
H  3.466  3.559  5.746  0.3664
H  2.995  4.970  4.830  0.3217

***

How do the records compare in largest force on an atom? In the order shown, they have 0.0344 0.0313 0.0457 hartree/bohr.